[1]
Density functional theory data (wB97M-V/def2-TZVPD) for 2 unconnected molecules or ions with the total composition C2HCl2O2P at a distorted geometry.

Geometry as XYZ:
```
8
Properties=species:S:1:pos:R:3:lowdin_charge:R:1
O -0.01 1.72 -1.61 0.214
C 0.16 1.18 -0.63 -0.340
C 0.45 0.51 0.51 -0.752
Cl 1.30 -1.07 0.10 0.435
P 0.45 0.85 2.58 0.909
O 0.57 2.26 2.92 -0.497
Cl -1.31 -2.17 -1.62 0.245
H -1.60 -3.28 -2.25 -0.214
```

Properties
- Net charge: 0
- E_LUMO: -1.371 eV
- E: -1488.96750 a.u.
- HOMO-LUMO gap: 7.82 eV

[2]
Density functional theory data (wB97M-V/def2-TZVPD) for 2 unconnected molecules or ions with the total composition C22H26N6O6S2 at a distorted geometry.

Geometry as XYZ:
```
62
Properties=species:S:1:pos:R:3:lowdin_charge:R:1
N 4.29 -6.08 4.30 0.162
C 4.26 -5.55 3.05 -0.489
O 3.16 -5.51 2.53 0.028
C 5.48 -5.05 2.39 -0.176
C 6.82 -5.19 2.97 -0.135
C 7.80 -4.66 2.17 -0.397
S 7.16 -3.98 0.68 1.067
C 5.51 -4.42 1.16 -0.419
N 4.34 -4.21 0.44 0.110
C 4.20 -3.69 -0.83 -0.511
O 5.16 -3.25 -1.45 0.009
C 2.85 -3.80 -1.53 -0.342
S 2.57 -2.42 -2.72 0.997
C 2.14 -1.08 -1.65 -0.590
N 1.68 -1.32 -0.45 0.103
C 1.25 -0.27 0.36 -0.216
C 0.72 -0.54 1.62 -0.006
C 0.27 0.50 2.44 -0.059
C 0.34 1.83 2.00 -0.077
C 0.87 2.11 0.73 -0.011
C 1.32 1.06 -0.08 -0.084
C 1.86 1.27 -1.41 -0.420
O 1.95 2.38 -1.94 0.058
N 2.27 0.20 -2.15 0.139
H 3.38 -6.21 4.74 0.118
H 5.10 -5.91 4.88 0.091
H 7.03 -5.66 3.92 0.101
H 8.86 -4.66 2.41 0.068
H 3.49 -4.57 0.89 0.121
H 2.83 -4.75 -2.07 0.094
H 2.05 -3.82 -0.79 0.076
H 0.66 -1.57 1.96 0.112
H -0.15 0.28 3.42 0.106
H -0.01 2.64 2.63 0.103
H 0.93 3.13 0.38 0.113
H 2.61 0.36 -3.08 0.155
C -6.52 2.64 -3.82 -0.051
N -5.52 2.70 -2.75 0.033
C -5.24 3.80 -2.04 -0.478
O -5.81 4.87 -2.22 0.054
C -4.20 3.70 -0.92 -0.167
N -3.95 2.31 -0.46 0.113
C -4.74 1.56 0.30 -0.556
C -6.04 2.14 0.84 0.015
O -4.44 0.41 0.56 0.037
C -2.89 4.35 -1.40 -0.389
C -1.88 4.53 -0.28 -0.030
O -2.30 3.56 -2.40 -0.016
H -7.49 2.98 -3.44 0.087
H -6.22 3.30 -4.64 0.087
H -6.61 1.62 -4.19 0.084
H -4.99 1.87 -2.55 0.135
H -4.57 4.29 -0.09 0.153
H -3.10 1.88 -0.78 0.149
H -6.53 1.38 1.45 0.087
H -5.83 3.01 1.44 0.082
H -6.70 2.41 0.01 0.080
H -3.12 5.33 -1.82 0.149
H -1.62 3.57 0.16 0.065
H -0.98 5.00 -0.67 0.086
H -2.30 5.17 0.49 0.088
H -1.49 4.00 -2.69 0.102
```

Properties
- Net charge: 0
- E_LUMO: 0.314 eV
- E: -2430.41002 a.u.
- HOMO-LUMO gap: 8.87 eV

[3]
Density functional theory data (wB97M-V/def2-TZVPD) for 3 unconnected molecules or ions with the total composition C27H59BrN3O2 at a distorted geometry.

Geometry as XYZ:
```
92
Properties=species:S:1:pos:R:3:lowdin_charge:R:1
C -3.10 5.41 -0.62 0.014
C -2.00 4.74 -0.71 -0.287
N -1.92 3.43 -1.36 -0.379
Br -3.24 2.29 -0.61 0.896
C -0.63 2.93 -1.14 -0.424
N -0.43 1.97 -0.16 0.127
N 0.32 3.38 -1.86 0.045
C 0.12 4.38 -2.94 -0.105
C 0.31 3.71 -4.29 -0.166
C 0.04 4.70 -5.44 -0.187
C -0.44 4.01 -6.71 -0.214
C -0.14 4.90 -7.92 -0.212
C 1.33 4.92 -8.36 -0.258
C 1.98 3.54 -8.45 -0.107
C 1.70 2.91 -1.66 -0.153
O 2.12 3.28 -0.38 -0.103
C 3.51 3.61 -0.29 -0.133
C 4.46 2.59 -0.92 -0.193
O 5.78 2.93 -0.55 -0.127
C 6.55 3.46 -1.61 -0.253
C 6.23 4.92 -1.97 -0.065
H -3.19 6.28 -0.01 0.080
H -3.94 5.08 -1.21 0.068
H -1.10 5.18 -0.31 0.128
H 0.28 2.27 0.50 0.120
H -0.22 1.06 -0.56 0.122
H 0.89 5.14 -2.81 0.148
H -0.85 4.86 -2.89 0.114
H -0.31 2.82 -4.36 0.125
H 1.34 3.37 -4.41 0.112
H 0.98 5.19 -5.67 0.111
H -0.71 5.42 -5.09 0.118
H 0.01 3.03 -6.81 0.097
H -1.51 3.83 -6.67 0.115
H -0.78 4.67 -8.77 0.110
H -0.40 5.92 -7.63 0.110
H 1.38 5.38 -9.35 0.105
H 1.91 5.55 -7.69 0.094
H 1.38 2.89 -9.08 0.082
H 2.02 3.09 -7.46 0.054
H 3.00 3.58 -8.82 0.072
H 2.31 3.31 -2.46 0.132
H 1.68 1.82 -1.72 0.153
H 3.74 3.63 0.77 0.138
H 3.70 4.62 -0.64 0.120
H 4.21 1.57 -0.61 0.137
H 4.40 2.69 -2.00 0.114
H 7.59 3.43 -1.29 0.118
H 6.50 2.85 -2.52 0.118
H 5.70 5.45 -1.18 0.068
H 5.67 5.00 -2.90 0.070
H 7.16 5.47 -2.13 0.075
C -0.85 -3.95 2.70 -0.100
C -2.30 -3.74 2.27 -0.269
C -2.44 -2.95 0.97 -0.225
C -1.90 -1.52 1.02 -0.242
C -2.51 -0.63 2.10 -0.272
C -4.01 -0.41 1.92 -0.113
H -0.35 -3.00 2.91 0.066
H -0.81 -4.55 3.60 0.054
H -0.29 -4.47 1.92 0.080
H -2.86 -3.25 3.07 0.102
H -2.77 -4.72 2.13 0.103
H -3.50 -2.93 0.68 0.104
H -1.93 -3.49 0.17 0.111
H -2.06 -1.05 0.04 0.093
H -0.81 -1.55 1.16 0.097
H -2.01 0.34 2.07 0.086
H -2.32 -1.04 3.09 0.103
H -4.21 0.04 0.94 0.024
H -4.39 0.28 2.69 0.076
H -4.57 -1.33 2.00 0.073
C -2.47 -7.03 4.80 -0.104
C -1.10 -7.18 5.45 -0.275
C -0.85 -8.58 6.01 -0.229
C -1.80 -9.00 7.14 -0.230
C -1.82 -8.07 8.35 -0.271
C -0.48 -7.98 9.07 -0.112
H -3.28 -7.16 5.52 0.069
H -2.58 -6.03 4.37 0.046
H -2.61 -7.75 3.99 0.079
H -0.98 -6.42 6.23 0.099
H -0.33 -6.97 4.69 0.099
H 0.18 -8.63 6.37 0.101
H -0.93 -9.31 5.20 0.110
H -1.52 -10.00 7.46 0.110
H -2.82 -9.08 6.74 0.101
H -2.57 -8.44 9.06 0.105
H -2.15 -7.07 8.06 0.097
H -0.15 -8.96 9.40 0.076
H -0.56 -7.34 9.95 0.069
H 0.29 -7.55 8.42 0.064
```

Properties
- Net charge: +1
- E_LUMO: -3.444 eV
- E: -3952.57058 a.u.
- HOMO-LUMO gap: 8.53 eV